No. 1
Density functional theory data (ωB97M-V/def2-TZVPD) for C39H35ClNP2SSm as an isolated structure.

Structure (XYZ):
```
80
Properties=species:S:1:pos:R:3:forces:R:3
Sm -0.001 0.000 0.092 0.7739 0.1654 -2.2315
Cl 0.338 -0.057 -2.453 -0.0659 0.0336 0.2317
P -0.039 2.511 -0.200 0.0075 1.6530 -0.9100
P -0.048 -2.518 -0.083 -0.2844 -1.7824 -0.5943
C 0.079 3.284 1.384 0.4697 0.9011 0.2200
C -1.553 3.028 -0.955 -0.3357 0.1925 -0.3414
C 1.361 2.984 -1.196 0.2706 0.3167 0.1919
C 1.535 -3.195 -0.452 0.5307 -0.2365 -0.2773
C -0.596 -3.190 1.460 -0.5210 -0.9177 0.0647
C -1.234 -2.928 -1.359 -0.1928 -0.1458 0.2228
C 1.175 4.101 1.666 0.0156 0.0287 0.2078
C 1.220 4.788 2.873 0.2624 0.2274 0.3466
C 0.183 4.669 3.795 -0.0381 -0.1168 -0.0840
C -0.909 3.841 3.503 -0.0147 0.1328 0.4275
C -0.955 3.154 2.305 -0.4541 -0.3075 0.1710
H 1.984 4.201 0.944 -0.2268 0.0779 0.2025
H 2.076 5.433 3.093 -0.3418 -0.2314 -0.0735
H 0.220 5.212 4.741 -0.0181 -0.1534 -0.3260
H -1.724 3.740 4.224 0.2628 0.0673 -0.2581
H -1.813 2.504 2.082 0.2888 0.4233 0.0553
C 2.640 2.479 -0.917 -0.2035 0.1033 -0.1807
C 3.735 2.974 -1.615 0.2286 -0.3395 0.1182
C 3.556 3.944 -2.602 -0.1692 0.0726 -0.0090
C 2.277 4.420 -2.884 0.0089 0.0564 -0.2217
C 1.173 3.938 -2.178 0.3498 0.3778 -0.5021
H 2.768 1.697 -0.156 0.1218 0.2965 -0.1441
H 4.735 2.589 -1.398 -0.3585 0.1517 -0.1036
H 4.416 4.323 -3.159 -0.2838 -0.1216 0.2137
H 2.131 5.173 -3.663 0.0786 -0.2821 0.2903
H 0.174 4.306 -2.406 0.2588 -0.0147 0.0511
C -1.969 4.307 -0.650 -0.9485 1.0632 -0.0832
C -3.119 4.831 -1.252 0.0518 -0.1478 0.0154
C -3.843 4.057 -2.163 0.1664 0.1354 0.1652
C -3.417 2.762 -2.465 -0.1314 -0.1324 -0.0433
C -2.278 2.241 -1.862 0.0722 -0.2751 0.0574
H -1.417 4.915 0.069 -0.1444 -0.1206 -0.2480
H -3.446 5.842 -1.008 0.0851 -0.2705 -0.0814
H -4.740 4.464 -2.631 0.2893 -0.1401 0.1239
H -3.981 2.154 -3.176 0.1995 0.2037 0.2385
H -1.937 1.226 -2.109 -0.1451 0.5049 -0.0571
C -1.791 -3.907 1.510 -0.0847 0.0181 0.0864
C -2.169 -4.517 2.699 -0.4304 -0.2258 0.3294
C -1.365 -4.416 3.833 -0.0211 0.0443 -0.0424
C -0.173 -3.689 3.770 0.0288 -0.0599 0.5263
C 0.207 -3.079 2.589 0.3777 0.2848 0.1827
H -2.418 -3.992 0.621 0.1936 -0.0717 0.2837
H -3.104 -5.085 2.741 0.3901 0.2144 0.0030
H -1.665 -4.898 4.767 0.1190 0.1437 -0.3474
H 0.463 -3.603 4.657 -0.2350 -0.0659 -0.3517
H 1.143 -2.506 2.545 -0.2936 -0.3475 0.0262
C 2.522 -2.515 -1.180 -0.0327 0.2583 -0.0002
C 3.715 -3.160 -1.487 0.1479 0.1358 -0.0296
C 3.934 -4.471 -1.064 -0.1994 -0.1003 0.1169
C 2.950 -5.138 -0.331 -0.0804 0.1395 0.0209
C 1.747 -4.488 -0.027 0.8553 -1.2340 0.1903
H 2.346 -1.487 -1.521 0.1140 -0.4928 -0.0170
H 4.484 -2.635 -2.059 -0.2859 -0.1784 0.2015
H 4.872 -4.976 -1.300 -0.2955 0.1689 0.0519
H 3.114 -6.161 0.008 -0.0422 0.2856 -0.1084
H 0.989 -5.015 0.558 0.2248 0.1158 -0.2096
C -0.994 -4.056 -2.118 -0.4176 -0.4503 -0.6852
C -1.945 -4.463 -3.058 0.0521 -0.0241 -0.0962
C -3.124 -3.737 -3.227 0.1890 -0.1509 0.0227
C -3.354 -2.596 -2.459 -0.1297 0.4219 0.1507
C -2.407 -2.179 -1.528 0.1594 -0.2169 -0.0810
H -0.071 -4.619 -1.996 -0.2037 0.0590 -0.0359
H -1.757 -5.352 -3.664 -0.0876 0.2985 0.1913
H -3.862 -4.058 -3.965 0.2330 0.1136 0.2659
H -4.272 -2.018 -2.593 0.3179 -0.2207 0.0160
H -2.569 -1.264 -0.938 -0.1357 -0.3201 -0.1882
H 3.210 -0.056 -3.820 -0.6247 -0.0015 -0.5393
H 2.586 -0.068 -4.265 0.7396 0.0038 0.4961
S -1.342 -0.060 4.673 0.8929 0.1862 -1.0641
C 0.377 0.343 4.534 -1.4159 -0.3125 0.9652
C 0.758 0.363 3.269 -2.0240 -0.5916 -2.6337
N -0.291 0.062 2.304 -1.5926 -0.0939 5.1580
C -1.480 -0.184 2.966 3.8155 0.8445 0.1588
H 0.993 0.538 5.395 -0.1328 -0.0189 0.1593
H 1.725 0.577 2.869 0.4890 0.1531 0.0476
H -2.376 -0.434 2.441 -0.4888 -0.1613 -0.0665
```
Forces are in eV/Å.

E_tot = -102325.39819 eV
Multiplicity = 6
Charge = +2

Atom charges from the Mulliken analysis, given in e for atoms 1 to 4: Sm 0.587; Cl -0.377; P 1.097; P 1.027

No. 2
Density functional theory data (ωB97M-V/def2-TZVPD) for a 9-piece molecular cluster, C39H35F8NO24S overall.

Structure (XYZ):
```
108
Properties=species:S:1:pos:R:3:forces:R:3
C -0.596 -1.871 1.577 0.4391 -0.7115 -0.2800
C -0.175 -2.862 0.989 -0.9181 -0.4198 0.1781
C 0.077 -4.292 0.355 -0.5493 0.9601 1.3510
C -1.147 -5.261 0.690 -1.7884 -1.1355 0.4964
C -0.820 -6.600 1.296 -2.0999 0.2798 -0.2153
C -1.856 -7.610 1.685 -1.5475 2.8702 -1.3414
C -3.297 -7.251 1.463 1.7140 2.0252 -0.7473
C -3.640 -5.913 0.875 2.3281 0.6238 0.0231
C -2.603 -4.870 0.449 1.1718 -3.3745 1.3469
N -2.971 -3.574 -0.156 -1.3098 -1.1109 0.9000
C -4.039 -2.887 0.593 -1.8427 2.3630 1.7306
C -3.841 -1.406 0.875 -2.9413 -1.7428 1.2383
C -4.897 -0.664 1.671 -0.0006 -3.1531 -0.8718
C -6.120 -1.421 2.157 1.7328 -0.5772 -1.3611
C -6.364 -2.879 1.852 2.9891 1.7025 -0.9309
C -5.306 -3.593 1.066 1.4098 2.2281 0.2964
S -5.393 -5.385 0.622 0.9878 0.7282 0.6004
H -0.995 -0.990 2.143 0.7523 -1.4382 -1.0185
H 0.290 -4.211 -0.751 -0.3450 -0.0450 1.2756
H 0.991 -4.707 0.892 -1.1075 0.4541 -0.8878
H 0.268 -6.853 1.476 -1.4777 0.4101 -0.2655
H -1.645 -8.612 2.160 0.0593 1.4485 -0.7110
H -4.156 -7.944 1.717 1.3321 0.9300 -0.2481
H -3.354 -3.706 -1.108 0.4670 -0.2147 0.5077
H -2.920 -0.877 0.505 -1.1536 -0.7884 0.4257
H -4.722 0.447 1.872 -0.5361 -1.9768 -0.1613
H -6.860 -0.821 2.777 0.9511 -1.0935 -0.8738
H -7.276 -3.420 2.223 1.1515 0.6942 -0.4662
C 2.984 0.505 0.645 0.1248 -0.2281 -0.9736
C 2.569 -0.139 1.928 0.1446 -0.6330 0.1723
O 2.821 0.866 2.893 -0.2766 0.4072 -0.4250
C 2.667 2.048 2.228 -0.1135 1.0417 -0.1001
O 2.534 3.106 2.765 0.1702 -0.4878 -0.1771
O 2.672 1.872 0.880 -0.0293 0.1266 0.9097
F 3.350 -1.211 2.209 -0.0298 -0.1297 0.1493
H 4.055 0.404 0.445 -0.0203 -0.0948 0.1542
H 2.431 0.118 -0.211 -0.0849 0.2463 0.0737
H 1.515 -0.427 1.966 0.1896 -0.1452 0.0678
C -3.333 3.383 -0.703 -0.4369 0.7437 -0.7042
C -3.473 2.958 0.723 -0.5588 -0.0476 0.2856
O -2.512 1.932 0.852 0.4458 0.4347 -0.2952
C -1.531 2.239 -0.046 0.7283 -0.3398 -0.3488
O -0.445 1.754 -0.034 -0.2550 0.0661 0.0324
O -1.947 3.170 -0.949 0.2006 -0.4767 0.6713
F -4.698 2.428 0.953 -0.1879 0.0344 0.1682
H -3.922 2.765 -1.386 -0.0341 -0.1060 0.2279
H -3.603 4.428 -0.854 0.2594 -0.0323 -0.0090
H -3.267 3.748 1.448 -0.1984 -0.0992 0.0435
C -8.957 1.748 2.751 -0.2423 -0.4295 0.6902
C -8.549 1.641 1.313 -0.4064 -0.0902 -0.5641
O -8.164 2.963 0.990 0.3176 -0.2340 0.6452
C -7.715 3.509 2.157 0.5627 1.0608 0.1510
O -7.067 4.506 2.223 -0.3651 -0.4894 -0.0128
O -8.093 2.769 3.237 0.1395 0.1254 -0.5493
F -9.600 1.294 0.532 0.0374 -0.0853 -0.1130
H -9.997 2.065 2.871 0.0317 -0.0316 -0.2451
H -8.809 0.816 3.297 0.1354 0.1734 0.0745
H -7.713 0.960 1.131 -0.1186 -0.0310 -0.1493
C -7.101 -4.869 -3.206 0.6610 -0.6197 -0.2209
C -8.510 -4.433 -3.464 -0.5177 -0.2503 0.3334
O -8.642 -3.281 -2.655 0.5901 -0.0100 -0.4580
C -7.389 -2.744 -2.573 0.4153 1.0485 0.5407
O -7.158 -1.637 -2.204 -0.1097 -0.5944 -0.1412
O -6.436 -3.632 -2.976 -0.5227 0.2766 0.0574
F -9.395 -5.366 -3.036 -0.1530 -0.0121 -0.1119
H -7.010 -5.500 -2.318 -0.2304 0.0543 -0.0078
H -6.665 -5.396 -4.056 0.1019 0.2122 0.0427
H -8.719 -4.176 -4.506 -0.1507 -0.0925 0.0675
C 5.970 2.163 3.794 -0.8844 0.3145 0.4361
C 6.575 1.363 2.685 0.0983 0.2170 -0.5899
O 7.954 1.365 3.000 -0.3880 -0.2195 0.5551
C 8.017 1.464 4.362 0.8409 -0.0322 0.8080
O 8.991 1.230 5.005 -0.4736 0.1730 -0.3631
O 6.824 1.858 4.891 0.5302 -0.2810 -0.4205
F 6.403 1.980 1.492 -0.0375 -0.0923 -0.1798
H 5.997 3.239 3.602 0.0830 -0.1101 -0.2245
H 4.942 1.869 4.004 0.1555 -0.0270 0.1929
H 6.213 0.333 2.624 0.0091 0.0548 -0.1729
C 0.069 6.877 1.709 0.8316 0.3869 0.1979
C -0.672 5.577 1.699 -0.1606 -0.3254 0.6008
O -1.897 5.909 1.067 0.5739 0.1443 -0.3393
C -1.600 6.942 0.223 -0.5466 0.7243 -0.9058
O -2.308 7.304 -0.663 0.2855 -0.2485 0.4941
O -0.393 7.499 0.515 -0.5711 -0.4422 -0.0501
F -0.939 5.158 2.959 -0.0792 -0.1987 -0.0159
H -0.188 7.502 2.568 -0.1387 -0.2204 0.0322
H 1.150 6.740 1.687 -0.1001 0.0691 -0.1945
H -0.175 4.779 1.141 -0.0326 -0.0654 0.1518
C 8.477 1.653 -3.270 0.5277 -0.2398 -0.6345
C 8.503 2.543 -2.066 -0.1303 0.6845 -0.0735
O 7.272 2.259 -1.429 0.2778 -0.7964 -0.1532
C 6.982 0.965 -1.757 -0.8022 -0.6318 0.3511
O 6.170 0.292 -1.196 0.3852 0.4373 -0.3350
O 7.739 0.530 -2.801 -0.3121 0.2508 0.6055
F 8.512 3.848 -2.426 0.0767 0.0987 0.1428
H 7.952 2.104 -4.116 0.0402 0.1699 0.1626
H 9.473 1.361 -3.592 -0.1851 -0.0681 0.1496
H 9.328 2.344 -1.377 -0.0322 0.1821 -0.0029
C 11.080 -1.417 -6.265 0.6272 -0.6178 -0.2394
C 9.682 -0.947 -6.523 -0.6270 -0.3959 0.2829
O 9.578 0.214 -5.721 0.6604 -0.0055 -0.5040
C 10.846 0.718 -5.646 0.5734 0.8830 0.2832
O 11.105 1.823 -5.283 -0.1800 -0.5793 -0.0650
O 11.774 -0.194 -6.043 -0.5618 0.3772 0.0942
F 8.776 -1.854 -6.089 -0.1285 0.0314 -0.1153
H 11.155 -2.044 -5.373 -0.2511 0.0520 -0.0266
H 11.501 -1.959 -7.111 0.1044 0.2138 0.0468
H 9.478 -0.692 -7.566 -0.1405 -0.0654 0.0757
```
Forces are in eV/Å.

E_tot = -124210.23137 eV
Structure (SMILES) = C#CCc1cccc2c1Nc1ccccc1S2.O=C1OC[C@@H](F)O1.O=C1OC[C@@H](F)O1.O=C1OC[C@@H](F)O1.O=C1OC[C@@H](F)O1.O=C1OC[C@@H](F)O1.O=C1OC[C@@H](F)O1.O=C1OC[C@@H](F)O1.O=C1OC[C@@H](F)O1

Atom charges from the Mulliken analysis, given in e for atoms 1 to 4: C -0.013; C -0.434; C -0.686; C 0.564

No. 3
Density functional theory data (ωB97M-V/def2-TZVPD) for C39H35N5O5PRbS2 as an isolated structure.

Structure (XYZ):
```
88
Properties=species:S:1:pos:R:3:forces:R:3
Rb 1.021 0.666 0.853 -2.7718 -0.8065 0.0774
O 3.029 1.544 2.295 0.6556 0.2033 0.4160
N 2.174 2.623 2.302 0.2141 0.1619 -0.1899
C 2.224 3.312 3.358 -0.3147 0.3688 0.1184
C 1.315 4.486 3.501 0.1831 -0.2675 -0.0154
C 1.840 5.611 4.124 0.0377 0.0192 0.0487
C 1.088 6.771 4.258 0.0125 0.0274 -0.0019
C -0.208 6.797 3.772 -0.0331 -0.0272 -0.0179
C -0.754 5.663 3.176 0.0040 0.0154 0.0519
C -0.016 4.492 3.038 0.1412 -0.0895 -0.0173
P -0.728 2.928 2.338 -0.4779 0.4220 0.3479
C -0.801 1.953 3.901 0.0271 -0.0199 0.0270
C -0.576 0.578 3.850 -0.0946 0.0262 0.1715
C -0.645 -0.203 5.000 0.0352 0.0621 -0.0598
C -0.933 0.388 6.220 0.0078 0.0520 0.0362
C -1.145 1.762 6.290 0.0068 -0.0099 -0.0409
C -1.074 2.536 5.140 -0.0048 0.0041 0.0658
C -2.497 3.390 2.090 -0.0276 0.0550 0.0018
C -3.554 3.037 2.930 -0.0641 0.0233 -0.0300
C -4.872 3.326 2.577 0.1036 -0.0245 0.0216
C -5.152 3.981 1.385 0.0380 0.0136 -0.0173
C -4.107 4.346 0.541 0.0399 -0.0367 0.0438
C -2.797 4.043 0.888 -0.0692 -0.0334 -0.0057
H 3.159 1.307 1.338 0.7530 0.1703 0.0674
H 2.946 3.083 4.139 0.0507 0.0166 0.0707
H 2.860 5.579 4.499 -0.1075 0.0069 -0.0486
H 1.515 7.645 4.735 -0.0384 -0.0797 -0.0365
H -0.809 7.694 3.871 0.0342 -0.0702 -0.0191
H -1.783 5.693 2.840 0.0184 -0.0077 -0.0125
H -0.350 0.101 2.909 -0.2032 -0.1281 0.0415
H -0.463 -1.269 4.940 -0.0153 0.0422 -0.0153
H -0.982 -0.216 7.119 -0.0058 0.0494 -0.0663
H -1.364 2.231 7.244 0.0226 -0.0316 -0.0773
H -1.233 3.608 5.205 0.0066 -0.0509 0.0022
H -3.357 2.514 3.858 -0.0003 0.0172 -0.0110
H -5.681 3.035 3.239 0.0810 0.0187 -0.0460
H -6.177 4.206 1.113 0.0946 -0.0239 0.0220
H -4.315 4.853 -0.395 0.0303 -0.0343 0.0734
H -1.990 4.301 0.210 -0.0202 0.0053 0.0076
N -0.995 -3.277 -1.388 -0.0754 -0.1232 -0.1049
C 0.307 -3.757 -1.363 -0.1603 -0.0750 -0.0436
C 0.944 -4.797 -2.038 -0.0655 -0.1082 1.0495
C 2.296 -4.952 -1.792 -0.1162 0.1371 0.2226
C 2.989 -4.097 -0.914 -0.0226 0.0253 -0.0218
C 2.342 -3.072 -0.251 0.0075 0.0536 0.0584
C 0.971 -2.915 -0.477 0.1618 0.3801 0.2072
N 0.093 -1.939 0.013 0.3319 -0.3644 -0.0286
C -1.048 -2.189 -0.560 -0.1562 0.1458 -0.0817
C -2.252 -1.351 -0.410 0.6103 0.0976 0.3406
C -3.438 -1.541 -1.039 -0.2347 -0.1655 -0.1973
S -4.525 -0.304 -0.607 -0.1911 0.1468 0.0323
C -3.324 0.401 0.392 0.3081 -0.1559 0.0307
N -2.186 -0.236 0.412 -0.3682 -0.0193 -0.2319
H -1.742 -3.632 -1.956 -0.0117 0.0141 -0.0180
H 0.416 -5.442 -2.733 0.3227 0.4388 1.5462
H 2.839 -5.740 -2.302 -0.0198 0.0598 0.0727
H 4.055 -4.239 -0.770 -0.1257 0.0218 -0.0102
H 2.880 -2.387 0.399 -0.0530 -0.0764 -0.0790
H -3.727 -2.324 -1.729 0.0610 0.1481 0.1395
H -3.530 1.314 0.954 0.1152 -0.2967 -0.1610
C -0.108 -6.899 -4.205 0.0080 -0.1023 -0.2353
C 0.463 -5.536 -4.513 -0.0006 -0.0926 -1.5842
C 1.828 -5.372 -4.734 -0.0169 -0.0982 -0.5838
C 2.359 -4.134 -5.066 -0.1624 0.0318 0.0301
C 1.511 -3.035 -5.162 -0.0555 -0.3132 0.0385
C 0.144 -3.173 -4.947 -0.0122 -0.1938 0.0995
C -0.368 -4.422 -4.620 -0.1089 0.1263 -0.5731
S 2.166 -1.453 -5.593 -0.0354 0.2634 0.2811
O 1.086 -0.717 -6.182 -0.1165 0.0818 -0.1661
O 3.397 -1.693 -6.285 0.0767 -0.0891 -0.1526
N 2.530 -0.771 -4.165 0.3014 0.5229 -0.0928
C 1.869 0.455 -3.643 0.1676 -0.7421 0.0152
C 1.820 0.310 -2.139 0.0976 0.0934 0.0815
C 3.180 0.618 -1.474 0.2243 -0.0980 0.4624
O 4.136 0.859 -2.208 -0.1441 -0.0927 0.3125
O 3.155 0.553 -0.183 1.5157 0.1004 -1.3506
H 0.621 -7.529 -3.694 -0.0027 0.0203 0.0085
H -0.400 -7.414 -5.125 0.0392 0.0806 0.0601
H -0.996 -6.827 -3.578 -0.0520 -0.0071 0.0292
H 2.488 -6.232 -4.649 -0.0761 0.0848 -0.0409
H 3.421 -4.011 -5.251 -0.1362 -0.0029 0.0059
H -0.506 -2.309 -5.050 0.0953 -0.1107 -0.0027
H -1.440 -4.540 -4.464 0.1188 0.0097 -0.0181
H 3.539 -0.772 -4.015 -0.2793 0.0915 0.1130
H 0.875 0.548 -4.065 -0.0931 -0.2186 -0.1825
H 2.446 1.332 -3.917 0.0833 0.0887 -0.0771
H 1.562 -0.726 -1.886 -0.1072 0.2038 -0.0014
H 1.053 0.968 -1.718 0.0039 0.0379 -0.1823
```
Forces are in eV/Å.

Relative energy (zero: lowest compared OMol25 entry of this formula, charge and spin) = 205.26 kJ/mol

Atom charges from the Mulliken analysis, given in e for atoms 1 to 4: Rb 0.962; O -0.413; N 0.150; C -1.215